1.
This record from the Open Molecules 2025 dataset describes C50H59CdN5O8S as an isolated structure. The level of theory is the ωB97M-V functional and the def2-TZVPD basis.

Properties
relative energy (zero: lowest compared OMol25 entry of this formula, charge and spin) = 0.0 kJ/mol
maximum force = 0.55 eV Å⁻¹
total charge = -2
HOMO level = -0.074 Eh
gap between HOMO and LUMO = 0.21847 Eh
molar mass = 1002.5 g/mol

Last column: Löwdin charge in e.
Atoms and positions in Å:
Cd 0.414 -0.495 0.036  1.468
C 0.807 1.989 -2.822  -0.033
C 2.261 1.627 -2.846  -0.207
C 3.202 2.535 -3.317  -0.080
C 4.552 2.220 -3.348  -0.127
C 4.958 0.978 -2.883  -0.082
C 4.045 0.045 -2.404  -0.200
C 4.537 -1.267 -1.862  -0.047
C 2.669 0.358 -2.401  -0.201
N 1.743 -0.543 -1.858  0.035
C 1.699 -1.786 -2.360  -0.494
O 2.155 -2.174 -3.441  0.003
C 1.036 -2.839 -1.414  -0.418
C 1.455 -4.220 -1.760  -0.045
C 1.692 -5.128 -0.791  -0.111
C 1.656 -4.774 0.592  -0.084
C 1.486 -3.433 0.871  -0.285
N 1.264 -2.498 -0.043  0.035
C 1.788 -2.969 2.273  -0.336
O 1.471 -3.847 3.245  0.034
N 2.437 -1.896 2.429  0.178
C 3.054 -1.344 3.558  -0.169
C 4.253 -0.664 3.234  -0.205
C 4.712 -0.608 1.803  -0.050
C 4.988 -0.030 4.226  -0.075
C 4.542 -0.022 5.539  -0.115
C 3.345 -0.643 5.844  -0.085
C 2.577 -1.306 4.882  -0.208
C 1.243 -1.850 5.316  -0.037
H 0.651 3.013 -3.168  0.071
H 0.400 1.907 -1.812  0.058
H 0.226 1.312 -3.451  0.080
H 2.860 3.506 -3.662  0.094
H 5.278 2.936 -3.716  0.080
H 6.013 0.722 -2.874  0.093
H 5.602 -1.204 -1.626  0.069
H 4.373 -2.074 -2.579  0.075
H 3.991 -1.540 -0.955  0.065
H 1.573 -4.446 -2.810  0.102
H 1.977 -6.139 -1.069  0.091
H 1.919 -5.474 1.370  0.087
H 4.931 -1.605 1.416  0.080
H 5.608 0.010 1.714  0.071
H 3.928 -0.201 1.163  0.068
H 5.906 0.479 3.954  0.097
H 5.108 0.488 6.311  0.086
H 2.966 -0.608 6.860  0.095
H 1.036 -1.527 6.338  0.074
H 1.220 -2.937 5.275  0.069
H 0.429 -1.494 4.683  0.058
O 1.461 1.325 0.942  -0.639
S 1.166 2.197 2.147  0.965
C -0.476 2.943 1.891  -0.313
C -1.465 2.223 2.803  -0.221
C -0.678 1.786 4.036  -0.236
C 0.584 1.141 3.488  -0.328
H -0.705 2.815 0.832  0.055
H -0.379 4.006 2.117  0.082
H -1.853 1.347 2.280  0.102
H -2.307 2.870 3.052  0.111
H -1.217 1.053 4.634  0.094
H -0.431 2.649 4.667  0.105
H 0.349 0.173 3.033  0.064
H 1.393 1.022 4.207  0.080
C -3.097 8.476 -2.628  -0.068
C -2.686 7.169 -3.258  -0.250
C -1.847 7.183 -4.369  -0.087
C -1.439 5.989 -4.943  -0.099
C -1.859 4.777 -4.423  -0.036
C -2.716 4.743 -3.320  -0.188
N -3.160 3.559 -2.729  0.093
C -2.850 2.273 -3.202  -0.193
C -3.065 1.941 -4.542  -0.055
C -2.757 0.678 -5.016  -0.095
C -2.248 -0.286 -4.154  -0.080
C -2.074 0.029 -2.818  -0.035
C -2.370 1.293 -2.318  -0.070
C -2.107 1.580 -0.847  -0.589
O -2.568 2.636 -0.359  -0.014
O -1.447 0.728 -0.189  -0.129
C -3.136 5.955 -2.735  -0.168
C -4.047 5.912 -1.537  -0.040
H -2.555 9.305 -3.084  0.065
H -2.894 8.490 -1.555  0.078
H -4.167 8.667 -2.754  0.076
H -1.499 8.130 -4.767  0.093
H -0.763 5.996 -5.790  0.095
H -1.493 3.852 -4.846  0.099
H -3.110 3.543 -1.704  0.082
H -3.472 2.693 -5.206  0.107
H -2.911 0.447 -6.064  0.093
H -1.967 -1.266 -4.519  0.099
H -1.654 -0.702 -2.144  0.079
H -4.734 5.069 -1.612  0.080
H -4.634 6.826 -1.444  0.061
H -3.486 5.778 -0.607  0.094
O -1.768 -1.125 3.972  -0.016
C -1.570 -1.813 2.955  -0.637
O -0.997 -1.472 1.885  -0.109
C -2.143 -3.236 2.946  -0.261
N -1.238 -4.210 2.327  -0.020
C -1.884 -5.498 2.539  -0.208
C -2.365 -5.404 4.002  -0.164
C -2.421 -3.884 4.298  -0.132
H -3.081 -3.179 2.369  0.145
H 0.582 -4.238 2.989  0.097
H -1.060 -3.990 1.352  0.080
H -1.187 -6.318 2.361  0.106
H -2.745 -5.634 1.869  0.103
H -1.666 -5.908 4.671  0.094
H -3.337 -5.886 4.124  0.091
H -1.643 -3.582 4.999  0.105
H -3.375 -3.564 4.714  0.107
C -1.705 -4.465 -2.522  -0.041
C -1.315 -3.637 -1.305  -0.450
C -2.540 -3.018 -0.646  -0.046
O -0.420 -2.600 -1.691  -0.121
H -2.393 -5.269 -2.239  0.075
H -0.824 -4.902 -2.990  0.066
H -2.205 -3.824 -3.252  0.073
H -0.810 -4.297 -0.590  0.115
H -3.174 -2.527 -1.389  0.077
H -2.241 -2.281 0.101  0.056
H -3.139 -3.795 -0.156  0.073

2.
This record from the Open Molecules 2025 dataset describes C38H32F5MoN5O2S as an isolated structure. The level of theory is the ωB97M-V functional and the def2-TZVPD basis.

Properties
multiplicity = 3
relative energy (zero: lowest compared OMol25 entry of this formula, charge and spin) = 0.0 kJ/mol
maximum force = 0.45 eV Å⁻¹
HOMO level (spin up / spin down) = -0.268 / -0.288 Eh
gap between HOMO and LUMO (spin up / spin down) = 0.24082 / 0.26174 Eh
molar mass = 813.7 g/mol
⟨S²⟩ = 2.02

Last column: Löwdin spin population.
Atoms and positions in Å:
Mo -0.157 0.321 0.010  1.713
C 2.122 -0.113 2.282  0.002
N 1.681 0.958 1.373  0.004
C 1.563 2.197 2.156  0.003
C 2.681 1.162 0.311  0.005
C 2.161 2.072 -0.787  0.008
N 0.737 1.816 -1.077  0.024
C 0.193 2.563 -2.118  0.007
C -1.164 2.925 -2.114  0.004
F -1.940 2.581 -1.070  0.012
C -1.764 3.650 -3.121  0.000
F -3.063 3.954 -2.996  0.000
C -1.061 4.077 -4.226  0.003
C 0.268 3.724 -4.272  0.000
F 1.010 4.075 -5.332  0.000
C 0.878 2.987 -3.273  0.002
F 2.160 2.642 -3.506  0.001
H 3.049 0.181 2.788  0.000
H 1.349 -0.296 3.026  0.000
H 2.289 -1.025 1.717  0.000
H 2.538 2.451 2.587  0.000
H 1.236 3.016 1.520  0.000
H 0.847 2.064 2.964  0.000
H 3.601 1.588 0.734  0.000
H 2.920 0.184 -0.101  0.001
H 2.300 3.128 -0.523  0.000
H 2.792 1.882 -1.651  0.001
H -1.528 4.643 -5.018  0.000
C -7.974 3.823 0.373  0.000
O -7.393 2.578 0.714  0.000
C -6.778 2.478 1.917  0.000
C -6.714 3.502 2.854  0.000
C -6.064 3.278 4.062  0.000
C -5.436 2.072 4.319  0.000
C -5.529 1.036 3.387  0.000
C -6.200 1.239 2.201  0.000
N -4.813 1.955 5.607  0.002
N -3.737 1.367 5.776  0.001
C -2.994 0.833 4.665  0.010
C -2.670 -0.497 4.687  -0.003
C -1.953 -1.109 3.643  0.011
C -1.524 -0.360 2.569  -0.002
O -0.824 -0.834 1.562  0.033
C -1.800 1.038 2.570  0.004
N -1.288 1.722 1.510  0.005
C -1.435 3.027 1.480  0.013
C -2.088 3.740 2.499  -0.002
C -2.621 3.063 3.561  0.011
C -2.503 1.657 3.618  -0.001
H -8.383 3.701 -0.625  0.000
H -7.225 4.619 0.363  0.000
H -8.778 4.088 1.064  0.000
H -7.178 4.460 2.671  0.000
H -6.035 4.053 4.818  0.000
H -5.086 0.072 3.591  0.000
H -6.286 0.448 1.468  0.000
H -3.005 -1.094 5.526  0.000
H -1.728 -2.166 3.676  0.001
H -1.011 3.550 0.635  0.001
H -2.160 4.816 2.427  0.000
H -3.115 3.597 4.360  0.001
F 3.212 -4.606 -1.932  0.006
C 2.488 -3.552 -1.493  0.020
C 1.796 -3.661 -0.306  -0.006
C 1.054 -2.572 0.135  0.018
C 0.990 -1.377 -0.586  -0.020
C 1.709 -1.327 -1.791  0.022
C 2.460 -2.399 -2.251  -0.004
H 1.831 -4.589 0.251  -0.001
H 0.493 -2.665 1.056  0.000
H 1.669 -0.432 -2.403  0.002
H 3.004 -2.355 -3.185  -0.001
S -1.631 -0.255 -1.687  0.061
C -1.821 -2.013 -1.836  0.022
C -1.468 -2.633 -3.030  0.003
C -1.649 -4.000 -3.184  0.001
C -2.192 -4.754 -2.153  0.000
C -2.555 -4.132 -0.966  0.001
C -2.372 -2.768 -0.805  0.002
H -1.044 -2.041 -3.830  0.001
H -1.362 -4.477 -4.113  0.000
H -2.332 -5.820 -2.275  0.000
H -2.979 -4.713 -0.157  0.000
H -2.636 -2.281 0.126  0.000

3.
This record from the Open Molecules 2025 dataset describes C20H27FN4OS in the gas phase. The level of theory is the ωB97M-V functional and the def2-TZVPD basis.

Properties
relative energy (zero: lowest compared OMol25 entry of this formula, charge and spin) = 13.7 kJ/mol
maximum force = 0.85 eV Å⁻¹
SMILES = COc1ccc(-c2[nH]ncc2CN2CCC(N3CCSCC3)CC2)c(F)c1
HOMO level = -0.288 Eh
gap between HOMO and LUMO = 0.30825 Eh
molar mass = 390.5 g/mol

Last column: Löwdin charge in e.
Atoms and positions in Å:
C 0.517 -0.032 6.213  -0.081
O 1.607 -0.032 5.320  -0.073
C 1.519 -0.770 4.189  -0.271
C 2.625 -0.729 3.334  0.005
C 2.630 -1.435 2.154  -0.018
C 1.538 -2.214 1.764  -0.116
C 1.521 -2.942 0.503  -0.164
N 1.014 -4.197 0.397  0.030
N 1.097 -4.682 -0.833  0.038
C 1.653 -3.728 -1.554  -0.120
C 1.956 -2.598 -0.774  -0.153
C 2.461 -1.286 -1.291  -0.141
N 1.411 -0.338 -1.642  -0.155
C 0.555 -0.794 -2.720  -0.194
C -0.321 0.358 -3.201  -0.121
C -1.188 0.875 -2.046  -0.317
N -2.132 1.865 -2.527  -0.159
C -1.660 3.181 -2.880  -0.241
C -1.643 4.212 -1.747  -0.461
S -3.312 4.461 -1.063  0.832
C -3.632 2.707 -0.699  -0.460
C -3.460 1.872 -1.968  -0.250
C -0.244 1.290 -0.909  -0.121
C 0.623 0.098 -0.509  -0.186
C 0.462 -2.253 2.644  -0.209
F -0.626 -3.000 2.331  0.068
C 0.425 -1.553 3.834  0.060
H 0.322 -1.034 6.609  0.097
H 0.806 0.627 7.030  0.095
H -0.390 0.357 5.739  0.098
H 3.473 -0.131 3.627  0.121
H 3.502 -1.406 1.520  0.118
H 0.600 -4.750 1.131  0.158
H 1.830 -3.872 -2.601  0.108
H 3.100 -0.793 -0.555  0.108
H 3.051 -1.464 -2.195  0.124
H 1.191 -1.141 -3.538  0.123
H -0.088 -1.636 -2.407  0.126
H 0.325 1.157 -3.568  0.112
H -0.960 0.027 -4.019  0.120
H -1.792 0.032 -1.687  0.148
H -0.653 3.095 -3.292  0.113
H -2.318 3.564 -3.671  0.120
H -1.325 5.183 -2.123  0.070
H -0.993 3.912 -0.926  0.058
H -4.656 2.654 -0.335  0.069
H -2.949 2.393 0.092  0.063
H -3.759 0.841 -1.762  0.118
H -4.138 2.277 -2.731  0.116
H 0.410 2.096 -1.245  0.118
H -0.805 1.627 -0.035  0.106
H 1.305 0.391 0.295  0.123
H -0.030 -0.707 -0.123  0.129
H -0.456 -1.635 4.449  0.118